Computed, not measured: a 8-piece molecular cluster, C30H66O26P2 overall, with ωB97M-V with the def2-TZVPD basis set.

- SMILES string = CCOP(=O)(OCC)OCC.CCOP(=O)(OCC)OCC.COC(=O)OC.COC(=O)OC.COC(=O)OC.COC(=O)OC.COC(=O)OC.COC(=O)OC
- strongest force on any atom (eV/A) = 6.5
- molar mass (u) = 904.8
- calculated total energy (eV) = -103995.697
- HOMO (eV) = -10.363

```
! wB97M-V def2-TZVPD RIJCOSX def2/J DEFGRID3
* xyz 0 1
C -2.81771 -14.97356 20.32560
O -2.12610 -15.30862 21.51574
C -1.89896 -14.38405 22.55237
O -1.41970 -14.68508 23.62390
O -2.16037 -13.14699 22.16813
C -1.94592 -12.15817 23.10315
H -2.22667 -14.26981 19.73949
H -3.84862 -14.64682 20.46188
H -2.89325 -15.90439 19.76352
H -2.54222 -11.28452 22.83998
H -0.86549 -12.03177 23.17238
H -2.23917 -12.45386 24.11047
C -5.69826 -10.48795 26.87914
O -5.32341 -11.35923 25.83328
C -5.32374 -12.65557 26.02468
O -5.78362 -13.19843 27.07592
O -4.88957 -13.19179 24.96860
C -4.82412 -14.65973 24.97237
H -6.67605 -10.74974 27.28347
H -5.79781 -9.47253 26.49561
H -4.87074 -10.46350 27.58818
H -4.21801 -14.98071 25.81954
H -4.26531 -15.02037 24.10880
H -5.77008 -15.20123 24.96619
C -8.86343 -9.80879 29.62439
O -8.40144 -10.90299 28.88859
C -9.27158 -11.76172 28.35664
O -10.50858 -11.60861 28.34809
O -8.54133 -12.75355 27.91910
C -9.13400 -13.84319 27.22346
H -8.04259 -9.45527 30.24837
H -9.70591 -10.02872 30.28011
H -9.26254 -8.98250 29.03612
H -9.66790 -14.54626 27.86279
H -8.27801 -14.40259 26.84599
H -9.73145 -13.50689 26.37607
C -6.88044 -11.94094 34.77755
O -6.16311 -12.50931 33.63139
C -6.44556 -12.08312 32.40967
O -7.38304 -11.34872 32.13642
O -5.55209 -12.58184 31.56323
C -5.66814 -12.32194 30.11818
H -7.95838 -11.98983 34.62345
H -6.62963 -10.88782 34.90450
H -6.55517 -12.57251 35.60424
H -6.12958 -13.18010 29.62957
H -4.71769 -12.36664 29.58646
H -6.19121 -11.41314 29.82058
C -11.17917 -18.52352 28.88889
O -10.91635 -17.60191 27.84510
C -9.76963 -17.78725 27.08305
O -8.89758 -18.66861 27.12818
O -9.77623 -16.78836 26.15871
C -8.82450 -16.84768 25.14685
H -12.00747 -19.18805 28.64312
H -11.40762 -17.98639 29.80943
H -10.35162 -19.22505 28.99433
H -8.73354 -17.91064 24.92338
H -7.83997 -16.50413 25.46429
H -9.06006 -16.38730 24.18734
C -11.91217 -13.73480 22.10431
O -11.03052 -12.69533 22.35703
C -9.84562 -12.85014 22.98573
O -9.49053 -13.91239 23.45399
O -9.14588 -11.71046 22.99686
C -8.08683 -11.52130 23.90151
H -12.05438 -14.40535 22.95180
H -11.63834 -14.32028 21.22663
H -12.89968 -13.31494 21.91294
H -8.37070 -11.64759 24.94629
H -7.58304 -10.56608 23.75369
H -7.21327 -12.14423 23.70924
C -3.95970 -8.83059 22.82200
C -4.40221 -7.88757 23.92478
O -4.13261 -6.55569 23.58038
P -5.29395 -5.50164 23.17719
O -6.14995 -5.95395 22.05535
O -5.95351 -5.24053 24.64556
C -7.30327 -5.12014 24.87251
C -7.81054 -6.41644 25.39585
O -4.45081 -4.16448 22.85958
C -3.68367 -3.89355 21.66277
C -4.61652 -3.21424 20.64633
H -4.62951 -8.76093 21.96491
H -2.93077 -8.60696 22.54027
H -3.90686 -9.86697 23.15551
H -5.47388 -8.00841 24.08292
H -3.87021 -8.16834 24.83377
H -7.43907 -4.30454 25.58276
H -7.83932 -4.72950 24.00756
H -8.83295 -6.28025 25.74830
H -7.92195 -7.24595 24.69756
H -7.24851 -6.66477 26.29616
H -2.88964 -3.25331 22.04711
H -3.12698 -4.73791 21.25625
H -5.28151 -2.44680 21.04247
H -4.05397 -2.64193 19.90871
H -5.21555 -3.99650 20.18015
C -5.50470 -18.76371 26.44622
C -3.95660 -18.56335 26.30693
O -3.27891 -19.32337 27.28625
P -2.95583 -20.92020 27.07138
O -2.35845 -21.26295 25.75346
O -2.09602 -21.26538 28.37826
C -0.68883 -21.32331 28.33293
C -0.02597 -20.53916 29.47804
O -4.37805 -21.59919 27.41232
C -4.64644 -22.98907 27.51430
C -3.85311 -23.66677 28.64389
H -6.05668 -17.98517 25.91964
H -5.95958 -19.72318 26.20006
H -5.85784 -18.51306 27.44651
H -3.62612 -18.78369 25.29188
H -3.57696 -17.54933 26.43232
H -0.21055 -22.30017 28.40433
H -0.31141 -20.96953 27.37351
H -0.62403 -19.66669 29.74117
H 0.03501 -21.17199 30.36344
H 1.01181 -20.28910 29.25769
H -5.70339 -23.09444 27.75892
H -4.39711 -23.42635 26.54749
H -3.82383 -23.07888 29.56131
H -4.39165 -24.58892 28.86229
H -2.80927 -23.85075 28.38965
*
```

Atomic partial charges in e from the Mulliken method, atoms 1 to 8: atom 1 (C): -0.607, atom 2 (O): -0.346, atom 3 (C): 0.860, atom 4 (O): -0.566, atom 5 (O): -0.316, atom 6 (C): -0.370, atom 7 (H): 0.277, atom 8 (H): 0.268